This record from the OMol25 dataset describes C33H28BBrF5IrN2O as an isolated structure. The level of theory is ωB97M-V/def2-TZVPD.

Atoms and positions in Å:
Ir  -0.1617  0.8918  0.7122
Br  4.2880  0.5068  6.1505
C  2.9033  1.0863  5.0000
C  1.6569  1.2990  5.5056
C  0.5980  1.4825  4.5709
C  0.8444  1.3965  3.2448
O  -0.1567  1.6135  2.4712
C  2.1961  1.3145  2.6695
C  2.5943  1.3552  1.3756
N  1.6466  1.4326  0.3382
C  2.0403  1.1396  -0.9311
C  3.1569  1.7077  -1.5505
C  3.4924  1.3774  -2.9115
C  2.8066  0.4467  -3.5657
C  1.5596  -0.0851  -3.0282
C  0.5956  -0.8273  -3.8249
C  -0.5949  -0.9739  -3.1818
C  -0.9803  -0.5117  -1.9497
N  -0.0768  0.1825  -1.1771
C  1.1349  0.4063  -1.7383
C  3.3084  1.0972  3.6838
H  1.3611  1.2324  6.5596
H  -0.4757  1.4685  4.8472
H  3.5785  1.2742  0.8980
H  3.6169  2.5163  -1.0324
H  4.3177  2.0139  -3.3866
H  2.8840  0.5923  -4.6634
H  0.7342  -1.1743  -4.7639
H  -1.4320  -1.5093  -3.6438
H  -1.9820  -0.5809  -1.5842
H  4.3338  1.0295  3.2949
F  -1.0686  2.6831  -5.6737
C  -1.0344  2.8234  -4.3097
C  0.1508  3.1049  -3.7241
C  0.2192  3.3057  -2.3607
C  -0.8816  2.9471  -1.5471
C  -0.8069  3.0014  -0.0874
C  -2.0955  2.4173  -2.2286
C  -2.2267  2.4236  -3.5844
H  0.9355  3.3449  -4.3391
H  1.0134  3.7830  -1.9079
H  -1.7295  3.0454  0.4734
H  -0.0528  3.6306  0.2037
H  -2.8744  2.1086  -1.5413
H  -3.0528  2.0762  -4.1023
C  0.7046  -3.3389  2.1412
C  0.2146  -2.4632  0.9840
C  1.1917  -2.6644  -0.2102
C  0.3809  -1.0207  1.3901
C  -1.2108  -2.8514  0.6276
C  -1.5452  -3.4220  -0.5916
C  -2.8262  -3.9524  -0.7927
C  -3.7891  -3.7813  0.1730
C  -3.5340  -3.0800  1.3256
C  -2.2349  -2.6095  1.5356
H  1.6230  -2.9467  2.5625
H  0.9028  -4.3712  1.6740
H  0.0250  -3.5462  2.9659
H  2.1877  -2.1876  -0.0854
H  0.6708  -2.2488  -1.0919
H  1.2437  -3.7538  -0.3211
H  0.6736  -1.0880  2.4657
H  -0.7846  -3.4782  -1.3790
H  -3.0594  -4.4955  -1.6827
H  -4.7877  -4.2887  0.0884
H  -4.2967  -2.9189  2.0026
H  -2.0239  -2.1735  2.5076
F  -4.4841  0.0973  1.6891
B  -3.2350  0.5636  2.0608
F  -2.3024  0.4662  0.8856
F  -2.6717  -0.2660  3.0350
F  -3.3168  1.9241  2.3805

As for the total charge: -2. The calculation puts the lowest unoccupied orbital energy (alpha / beta) at 4.1 / 3.7 eV. For the HOMO energy (alpha / beta), the calculation gives 0.483 / -1.867 eV. Its spin multiplicity is 5. As for the frontier orbital gap (alpha / beta): 3.6 / 5.5 eV.

This record from the OMol25 dataset describes C33H28BF4N2P2RuS2Se as an isolated structure. The level of theory is ωB97M-V/def2-TZVPD.

Atoms and positions in Å:
Ru  -0.2814  0.8764  -1.7354
S  1.4254  -0.7715  -2.3861
P  2.1791  -0.3120  -0.5538
C  0.8585  0.7781  -0.0281
P  -0.3375  0.9140  1.2397
S  -1.8177  0.2099  -0.0757
C  -0.1072  -0.1413  2.7073
C  0.3275  0.4931  3.8532
C  0.4527  -0.2999  5.0058
C  0.2722  -1.6588  5.0292
C  -0.1255  -2.2701  3.8263
C  -0.2941  -1.5518  2.7169
C  -0.6800  2.6059  1.6915
C  0.2814  3.5767  1.5831
C  -0.0317  4.8507  2.0155
C  -1.3173  5.1627  2.4316
C  -2.3890  4.1864  2.3967
C  -2.0409  2.8926  2.0716
C  2.4542  -1.7520  0.4222
C  3.1532  -1.5787  1.6317
C  3.4683  -2.6226  2.4832
C  3.0196  -3.8651  2.1414
C  2.4121  -4.0625  0.9002
C  2.0785  -3.0277  0.0462
C  3.7252  0.5913  -0.5284
C  3.7546  1.9453  -0.3691
C  4.9258  2.6379  -0.3983
C  6.0685  1.9234  -0.6741
C  6.0343  0.5337  -0.9034
C  4.8135  -0.1757  -0.7884
H  0.5674  1.5518  3.9603
H  0.7787  0.1859  5.9116
H  0.4037  -2.1309  5.9794
H  -0.3353  -3.3042  3.7646
H  -0.7591  -2.0269  1.8571
H  1.2749  3.3608  1.1728
H  0.6945  5.6136  2.1047
H  -1.5348  6.1959  2.8273
H  -3.3791  4.4607  2.7291
H  -2.7620  2.0345  2.0895
H  3.4025  -0.5605  1.8633
H  3.9137  -2.3466  3.4386
H  3.1745  -4.6362  2.8763
H  1.9802  -5.0303  0.6604
H  1.4988  -3.2238  -0.8074
H  2.8445  2.5451  -0.3887
H  4.9563  3.7172  -0.1834
H  7.0790  2.3384  -0.6905
H  6.9574  0.0295  -1.0645
H  4.7389  -1.2555  -0.8393
F  0.8135  4.8400  -1.3144
B  0.2018  4.0625  -2.3311
F  -0.8612  4.6282  -2.9558
F  -0.4414  2.9581  -1.5369
F  1.0793  3.4373  -3.1939
C  -2.4557  -2.2062  -5.2551
N  -3.2070  -1.5637  -4.1880
C  -2.8165  -0.4313  -3.6114
Se  -1.1961  0.3946  -4.0420
N  -3.5955  -0.2308  -2.5495
C  -4.5392  -1.2783  -2.4400
C  -5.4584  -1.5187  -1.4399
C  -6.1651  -2.6892  -1.5821
C  -5.8594  -3.6411  -2.5888
C  -4.9206  -3.3598  -3.5607
C  -4.2972  -2.1416  -3.4697
H  -1.8018  -1.4856  -5.7042
H  -3.1491  -2.6712  -5.9110
H  -1.7778  -2.9691  -4.8485
H  -3.6056  0.5765  -1.9255
H  -5.5708  -0.8197  -0.6009
H  -6.9279  -2.8639  -0.8894
H  -6.5023  -4.5247  -2.7082
H  -4.7232  -4.1089  -4.3664

As for the total charge: +1. The calculation puts the lowest unoccupied orbital energy (alpha / beta) at -3.2 / -5.0 eV. For the HOMO energy (alpha / beta), the calculation gives -10.737 / -11.221 eV. Its spin multiplicity is 5. For the relative energy (zero: lowest compared OMol25 entry of this formula, charge and spin), the calculation gives 141.35 kJ/mol. As for the frontier orbital gap (alpha / beta): 7.5 / 6.2 eV.

This record from the OMol25 dataset describes C33H28CuFGeN8O4 as an isolated structure. The level of theory is ωB97M-V/def2-TZVPD.

Atoms and positions in Å:
Cu  0.9730  1.1669  0.3331
N  3.1196  -1.0565  1.1902
C  3.6903  0.1286  0.9346
N  4.9994  0.1509  0.7764
C  5.5020  1.4049  0.7349
N  6.8190  1.5482  0.6863
N  4.8156  2.5816  0.6965
C  3.5119  2.4109  0.8115
N  2.8942  1.2287  0.9458
C  2.5809  3.5454  0.7046
C  2.9237  4.8843  0.9377
C  1.9397  5.8410  0.8783
C  0.6702  5.4112  0.4189
C  0.4098  4.0842  0.1864
N  1.3585  3.1682  0.2979
H  3.8050  -1.7417  1.5143
H  2.1276  -1.2121  1.3888
H  7.4342  0.7611  0.8428
H  7.2661  2.4416  0.7050
H  3.9392  5.0878  1.2431
H  2.1171  6.8912  1.1673
H  -0.1028  6.1835  0.2818
H  -0.6055  3.7130  -0.0581
C  -0.2245  0.2637  -0.9002
Ge  -2.1225  0.0901  -0.1146
C  -2.7173  -1.6956  0.2378
C  -3.6781  -2.3563  -0.5376
C  -4.6710  -3.0857  0.0965
C  -4.6411  -3.2580  1.4927
C  -3.4661  -2.8991  2.1991
C  -2.5251  -2.1277  1.5491
C  -3.1160  0.5252  -1.7309
C  -3.8730  1.6789  -1.7148
C  -4.1293  2.3689  -2.9199
C  -3.7996  1.8656  -4.1534
C  -3.1754  0.5956  -4.1532
C  -2.8294  -0.0328  -2.9594
C  -2.3561  1.0965  1.5616
C  -1.3417  1.7072  2.2953
C  -1.5388  2.6805  3.2349
C  -2.8459  3.0502  3.4773
C  -3.9249  2.3793  2.8683
C  -3.6995  1.3956  1.9135
H  -0.3384  0.9690  -1.7112
H  -3.6774  -2.2461  -1.6284
H  -5.4239  -3.5832  -0.5359
H  -5.4678  -3.8368  1.9616
H  -3.2746  -3.3070  3.1767
H  -1.6140  -1.8288  2.0752
H  -4.1368  2.2160  -0.8058
H  -4.6433  3.3522  -2.9146
H  -3.9869  2.4591  -5.0680
H  -3.0621  0.0124  -5.0755
H  -2.2394  -0.9427  -3.0974
H  -0.2980  1.4001  2.2092
H  -0.7118  3.1023  3.7738
H  -3.1351  3.6898  4.3239
H  -4.9249  2.6608  3.2267
H  -4.5521  0.8694  1.4413
F  3.7290  -5.8803  1.2643
C  3.4954  -5.2095  0.0918
C  2.3603  -4.5555  -0.1509
N  2.0754  -3.9343  -1.4042
C  0.8120  -3.2315  -1.6048
C  0.4305  -2.0270  -0.7445
O  0.1664  -0.9345  -1.5659
O  0.3294  -1.9449  0.4749
C  2.9022  -4.2130  -2.5282
O  2.5918  -3.8496  -3.6428
N  3.8555  -5.1839  -2.2467
C  4.5324  -5.1493  -0.9925
O  5.7646  -5.0509  -0.9073
H  1.5398  -4.4385  0.5628
H  0.0123  -3.9734  -1.6483
H  0.9196  -2.9025  -2.6493
H  4.4568  -5.3725  -3.0203

As for the total charge: -1. The calculation puts the lowest unoccupied orbital energy (alpha / beta) at 2.1 / 2.1 eV. For the HOMO energy (alpha / beta), the calculation gives -1.550 / -3.919 eV. Its spin multiplicity is 2. For the relative energy (zero: lowest compared OMol25 entry of this formula, charge and spin), the calculation gives 247.19 kJ/mol. As for the frontier orbital gap (alpha / beta): 3.6 / 6.0 eV.

This record from the OMol25 dataset describes C33H28IMnN4O5 as an isolated structure. The level of theory is ωB97M-V/def2-TZVPD.

Atoms and positions in Å:
Mn  0.3730  -0.0120  -0.2801
C  3.7081  0.1220  -1.1163
O  2.7372  0.4528  -0.1364
C  3.0828  0.3603  1.1865
C  4.3919  0.3456  1.6286
C  4.6662  0.3888  2.9976
C  3.6183  0.4616  3.8986
C  2.2980  0.4443  3.4488
C  1.9991  0.3577  2.0927
N  0.7103  0.2560  1.5776
N  -0.2474  1.1169  2.2004
C  -1.6875  0.8697  1.9275
C  -2.2156  -0.0288  0.9237
O  -1.5140  -0.6486  0.1563
C  -3.6752  -0.0685  0.7497
C  -4.4793  0.5210  1.6072
C  -3.9862  1.1826  2.8052
C  -4.8680  1.6744  3.7689
C  -4.3983  2.2052  4.9499
C  -3.0196  2.2392  5.1809
C  -2.1359  1.7909  4.2231
C  -2.6032  1.2726  3.0062
H  4.5362  0.8345  -1.1101
H  3.1946  0.1734  -2.0722
H  4.0815  -0.8903  -0.9565
H  5.2110  0.3227  0.9182
H  5.6939  0.3791  3.3401
H  3.8226  0.5108  4.9641
H  1.4726  0.4674  4.1496
H  -4.0616  -0.6187  -0.1000
H  -5.5534  0.4797  1.4420
H  -5.9354  1.6196  3.5783
H  -5.0893  2.5831  5.6926
H  -2.6395  2.6290  6.1186
H  -1.0675  1.8295  4.3885
C  2.8266  -3.7353  0.5639
C  2.4061  -3.6108  -0.8727
N  2.8321  -4.5395  -1.7439
C  2.4089  -4.4271  -3.0121
C  1.6085  -3.4108  -3.4829
C  1.1666  -3.3971  -4.9078
O  -0.2057  -3.8207  -5.0869
C  1.1742  -2.3992  -2.5821
C  0.3652  -1.3200  -3.0071
N  0.1420  -0.1525  -2.3171
C  -0.8803  0.6719  -2.8163
C  -2.1138  0.1385  -3.2145
C  -3.1472  0.9421  -3.6779
C  -2.9850  2.3183  -3.7544
C  -1.7735  2.8765  -3.3699
C  -0.7393  2.0657  -2.9184
I  1.0789  2.9733  -2.4240
C  1.5753  -2.5469  -1.2301
O  1.1562  -1.7143  -0.2827
H  3.5305  -4.5625  0.6603
H  1.9599  -3.9165  1.2099
H  3.2865  -2.8118  0.9294
H  2.7457  -5.1992  -3.7029
H  1.7749  -4.0848  -5.4926
H  1.2869  -2.3982  -5.3335
H  -0.6882  -3.5343  -4.3044
H  -0.0571  -1.3566  -4.0086
H  -2.2482  -0.9356  -3.1166
H  -4.0900  0.4889  -3.9629
H  -3.7863  2.9555  -4.1146
H  -1.6267  3.9477  -3.4277
C  -1.0273  3.4793  1.5630
C  -0.7523  2.0474  1.1898
O  -0.3658  1.8362  -0.0262
H  -0.3150  4.0933  1.0154
H  -0.9044  3.6382  2.6322
H  -2.0397  3.7772  1.2770

As for the total charge: -1. The calculation puts the lowest unoccupied orbital energy (alpha / beta) at 2.2 / 2.2 eV. For the HOMO energy (alpha / beta), the calculation gives -2.728 / -4.767 eV. Its spin multiplicity is 6. For the relative energy (zero: lowest compared OMol25 entry of this formula, charge and spin), the calculation gives 133.98 kJ/mol. As for the frontier orbital gap (alpha / beta): 5.0 / 7.0 eV.

no.,DFT total energy (eV)
1,-126850.4988
2,-157378.2906
3,-158659.6835
4,-90295.4384